# 1
A 10-piece molecular cluster, C48H113N3O10 overall, computed with ωB97M-V/def2-TZVPD.

Values from the calculation:
- DFT total energy (Eh) = -2812.72954
- E_HOMO (spin up / spin down) (eV) = -9.75 / -9.75
- net charge = +1
- multiplicity = 2
- orbital gap (spin up / spin down) (hartree) = 0.2634 / 0.1143
- E_LUMO (spin up / spin down) (eV) = -2.59 / -6.64
- strongest force on any atom (eV Å⁻¹) = 3.97
- energy above the lowest of the compared OMol25 structures with the same formula, charge and spin (eV) = 1.484

```
174
C48H113N3O10 (ωB97M-V/def2-TZVPD)
C -24.556 -12.388 -14.797
C -25.604 -11.481 -14.098
C -26.171 -12.187 -12.835
C -25.266 -12.245 -11.689
C -24.632 -10.827 -11.346
C -24.168 -9.962 -12.496
N -25.052 -10.145 -13.730
O -24.474 -9.401 -14.885
C -24.273 -8.557 -11.987
C -22.689 -10.460 -12.749
C -26.843 -11.343 -15.115
H -24.194 -11.885 -15.693
H -25.011 -13.266 -15.253
H -23.702 -12.645 -14.170
H -27.198 -11.840 -12.722
H -26.206 -13.220 -13.180
H -24.444 -12.944 -11.840
H -25.773 -12.548 -10.773
H -23.784 -10.989 -10.680
H -25.421 -10.362 -10.754
H -23.749 -8.378 -11.048
H -23.953 -7.884 -12.783
H -25.312 -8.287 -11.802
H -22.425 -9.990 -13.697
H -22.009 -9.976 -12.047
H -22.612 -11.545 -12.806
H -27.625 -10.618 -14.890
H -27.111 -12.376 -15.338
H -26.460 -10.925 -16.046
H -25.048 -8.642 -15.009
C -19.327 -7.570 -8.021
C -19.407 -7.195 -9.592
C -20.889 -7.349 -10.067
C -21.870 -6.276 -9.796
C -21.244 -4.957 -10.166
C -19.912 -4.623 -9.532
N -19.013 -5.768 -9.692
O -17.746 -5.542 -9.247
C -19.406 -3.351 -10.164
C -20.045 -4.332 -7.982
C -18.483 -8.074 -10.485
H -20.147 -7.391 -7.325
H -18.372 -7.206 -7.644
H -19.188 -8.646 -7.918
H -20.920 -7.762 -11.075
H -21.205 -8.259 -9.557
H -22.034 -6.302 -8.719
H -22.810 -6.398 -10.334
H -22.090 -4.296 -9.978
H -20.957 -5.059 -11.212
H -18.894 -3.478 -11.118
H -20.138 -2.651 -10.569
H -18.904 -2.739 -9.414
H -19.096 -4.318 -7.445
H -20.530 -3.363 -7.865
H -20.743 -5.114 -7.685
H -17.525 -8.287 -10.011
H -18.228 -7.553 -11.407
H -18.827 -9.037 -10.863
H -17.273 -5.699 -10.067
C -27.312 -8.923 -0.365
C -25.800 -8.630 -0.179
C -25.220 -8.896 -1.645
C -23.718 -8.502 -1.787
C -23.582 -6.966 -1.378
C -24.273 -6.492 -0.056
N -25.612 -7.150 0.150
O -26.032 -6.869 1.410
C -23.287 -6.908 1.098
C -24.512 -4.968 -0.044
C -25.298 -9.759 0.785
H -27.725 -8.396 -1.224
H -27.864 -8.580 0.510
H -27.756 -9.916 -0.430
H -25.215 -9.924 -2.007
H -25.785 -8.283 -2.347
H -23.316 -8.735 -2.773
H -23.198 -9.105 -1.043
H -23.893 -6.320 -2.199
H -22.545 -6.653 -1.256
H -23.763 -6.885 2.078
H -22.833 -7.885 0.935
H -22.481 -6.177 1.167
H -23.646 -4.383 -0.356
H -25.302 -4.629 -0.714
H -24.908 -4.655 0.922
H -24.249 -10.052 0.738
H -25.951 -10.631 0.755
H -25.450 -9.336 1.778
H -26.944 -6.651 1.202
C -26.112 -3.826 -4.038
C -27.210 -4.892 -4.014
C -28.597 -4.347 -3.736
O -27.248 -5.605 -5.248
H -25.435 -3.886 -3.186
H -26.509 -2.811 -4.004
H -25.457 -3.962 -4.899
H -26.917 -5.590 -3.229
H -28.839 -3.479 -4.349
H -28.720 -4.075 -2.688
H -29.314 -5.143 -3.934
H -27.268 -5.110 -6.071
C -29.784 -10.255 -7.311
C -28.616 -10.243 -8.197
C -28.810 -11.217 -9.357
O -28.244 -8.946 -8.573
H -29.862 -11.267 -6.916
H -30.626 -9.978 -7.945
H -29.682 -9.450 -6.584
H -27.740 -10.667 -7.708
H -28.935 -12.285 -9.183
H -27.923 -11.048 -9.968
H -29.689 -10.944 -9.940
H -27.669 -8.664 -7.858
C -22.600 -4.649 -5.190
C -22.061 -4.315 -3.844
C -20.634 -3.701 -3.840
O -22.901 -3.286 -3.254
H -22.931 -3.716 -5.644
H -23.373 -5.404 -5.050
H -21.764 -4.940 -5.827
H -22.002 -5.302 -3.385
H -20.575 -2.944 -4.622
H -19.906 -4.496 -4.001
H -20.408 -3.395 -2.819
H -22.255 -2.650 -2.936
C -24.405 -8.884 -5.593
C -24.888 -8.304 -6.892
C -24.335 -9.080 -8.063
O -26.256 -8.234 -6.944
H -23.487 -8.377 -5.297
H -24.334 -9.971 -5.644
H -25.103 -8.667 -4.785
H -24.602 -7.254 -6.947
H -24.948 -9.982 -8.043
H -23.287 -9.366 -7.980
H -24.671 -8.573 -8.967
H -26.517 -7.607 -6.265
C -27.230 -10.951 -4.292
C -28.510 -10.477 -3.592
C -28.598 -8.922 -3.892
O -29.563 -11.109 -4.259
H -27.199 -10.703 -5.353
H -27.121 -12.032 -4.386
H -26.355 -10.471 -3.854
H -28.617 -10.688 -2.528
H -29.531 -8.495 -3.525
H -28.547 -8.847 -4.978
H -27.766 -8.408 -3.411
H -29.758 -11.879 -3.720
C -26.561 -5.717 -8.659
C -27.084 -4.388 -9.207
C -27.967 -4.467 -10.492
O -27.848 -3.857 -8.144
H -25.594 -5.553 -8.186
H -26.394 -6.457 -9.442
H -27.235 -6.095 -7.890
H -26.238 -3.730 -9.406
H -28.834 -3.810 -10.422
H -28.238 -5.489 -10.756
H -27.413 -4.111 -11.360
H -28.702 -4.274 -8.282
C -24.573 -12.935 -5.528
C -23.252 -13.255 -6.159
C -23.446 -14.310 -7.281
O -22.611 -12.046 -6.570
H -24.980 -13.789 -4.986
H -25.283 -12.696 -6.321
H -24.418 -12.259 -4.688
H -22.568 -13.664 -5.415
H -22.504 -14.644 -7.718
H -24.087 -13.805 -8.004
H -23.893 -15.241 -6.933
H -22.930 -11.844 -7.453
```



# 2
A 10-piece molecular cluster, C48H113N3O24S7 overall, computed with ωB97M-V/def2-TZVPD.

Values from the calculation:
- DFT total energy (Eh) = -6653.60634
- E_HOMO (eV) = -7.49
- SMILES = CC1(C)CCCC(C)(C)N1O.CC1(C)CCCC(C)(C)N1O.CC1(C)CCCC(C)(C)N1O.CCOS(C)(=O)=O.CCOS(C)(=O)=O.CCOS(C)(=O)=O.CCOS(C)(=O)=O.CCOS(C)(=O)=O.CCOS(C)(=O)=O.CCOS(C)(=O)=O
- orbital gap (hartree) = 0.2762
- E_LUMO (eV) = 0.03
- strongest force on any atom (eV Å⁻¹) = 3.60

```
195
C48H113N3O24S7 (ωB97M-V/def2-TZVPD)
C -1.818 -6.813 -0.252
C -2.687 -5.856 -1.025
C -2.542 -6.018 -2.564
C -4.169 -6.237 -0.731
C -4.754 -5.732 0.559
C -4.486 -4.219 0.819
C -2.980 -3.839 0.690
C -2.889 -2.308 0.573
C -2.143 -4.355 1.862
N -2.511 -4.452 -0.604
O -1.260 -3.950 -0.985
H -2.106 -6.775 0.798
H -1.970 -7.859 -0.520
H -0.749 -6.663 -0.401
H -2.564 -7.081 -2.808
H -3.339 -5.541 -3.134
H -1.562 -5.658 -2.877
H -4.892 -6.044 -1.524
H -4.258 -7.318 -0.626
H -5.820 -5.932 0.667
H -4.245 -6.321 1.322
H -4.785 -3.965 1.835
H -5.097 -3.625 0.139
H -1.850 -2.001 0.690
H -3.400 -1.863 1.427
H -3.361 -1.976 -0.351
H -1.063 -4.414 1.730
H -2.469 -5.349 2.166
H -2.336 -3.755 2.752
H -1.523 -3.386 -1.716
C -2.111 -3.489 7.374
C -1.873 -2.164 6.673
C -1.321 -1.208 7.680
C -0.843 -2.474 5.558
C -0.603 -1.362 4.569
C -2.003 -0.828 4.117
C -3.047 -0.566 5.198
C -2.728 0.869 5.807
C -4.364 -0.470 4.437
N -3.135 -1.746 6.081
O -4.160 -1.620 7.025
H -1.226 -4.021 7.724
H -2.872 -3.453 8.154
H -2.611 -4.190 6.707
H -0.573 -1.774 8.236
H -0.908 -0.263 7.325
H -2.041 -0.973 8.464
H 0.057 -2.718 6.122
H -1.125 -3.323 4.935
H 0.077 -0.637 5.017
H -0.014 -1.551 3.672
H -2.481 -1.232 3.225
H -1.806 0.185 3.768
H -3.158 1.755 5.340
H -1.665 1.101 5.728
H -3.015 0.902 6.858
H -5.254 -0.143 4.975
H -4.712 -1.358 3.909
H -4.276 0.266 3.638
H -4.749 -2.252 6.606
C 3.131 6.159 -3.953
C 1.648 6.297 -4.302
C 1.520 7.489 -5.348
C 1.169 4.962 -5.043
C -0.385 4.885 -5.076
C -1.030 5.094 -3.741
C -0.685 6.368 -2.993
C -1.461 7.575 -3.599
C -1.195 6.118 -1.564
N 0.783 6.551 -3.102
O 1.329 7.546 -2.258
H 3.450 5.331 -3.320
H 3.825 6.071 -4.788
H 3.467 7.108 -3.534
H 1.781 8.446 -4.896
H 2.084 7.330 -6.267
H 0.490 7.749 -5.594
H 1.422 4.913 -6.102
H 1.686 4.115 -4.592
H -0.703 5.656 -5.778
H -0.744 3.958 -5.525
H -0.871 4.172 -3.183
H -2.075 5.041 -4.048
H -2.541 7.460 -3.694
H -1.138 7.616 -4.639
H -1.179 8.534 -3.165
H -0.526 5.547 -0.920
H -2.202 5.701 -1.593
H -1.408 7.067 -1.071
H 1.600 7.063 -1.475
C 3.208 -3.237 3.907
C 3.387 -4.218 2.707
O 2.099 -4.973 2.557
S 1.897 -6.129 1.355
C 1.735 -4.947 -0.010
O 3.145 -6.864 1.225
O 0.662 -6.845 1.551
H 4.045 -2.601 4.193
H 2.922 -3.745 4.828
H 2.369 -2.662 3.515
H 3.697 -3.648 1.831
H 4.179 -4.912 2.988
H 2.661 -4.455 -0.308
H 1.098 -4.157 0.386
H 1.266 -5.494 -0.828
C 4.675 2.628 -0.404
C 3.505 3.577 -0.151
O 4.010 4.532 0.787
S 3.150 5.970 1.005
C 1.693 5.354 2.006
O 3.911 6.937 1.807
O 2.654 6.381 -0.323
H 5.077 2.109 0.466
H 5.525 3.283 -0.595
H 4.642 1.992 -1.288
H 3.228 3.975 -1.128
H 2.696 3.012 0.311
H 1.142 6.233 2.340
H 1.999 4.766 2.871
H 1.032 4.723 1.412
C -4.285 2.093 -4.066
C -4.301 0.911 -4.961
O -3.357 -0.154 -4.787
S -3.743 -1.501 -3.819
C -4.806 -2.399 -5.055
O -2.532 -2.348 -3.636
O -4.588 -1.098 -2.673
H -4.100 1.841 -3.022
H -5.159 2.693 -4.321
H -3.530 2.857 -4.254
H -5.325 0.549 -4.874
H -4.204 1.178 -6.014
H -4.307 -2.423 -6.024
H -5.698 -1.777 -5.129
H -5.018 -3.410 -4.708
C 8.906 -4.663 -0.628
C 7.637 -5.058 -1.354
O 6.492 -4.469 -0.680
S 5.405 -3.405 -1.478
C 6.489 -2.061 -1.880
O 5.085 -4.082 -2.761
O 4.385 -2.860 -0.592
H 9.864 -4.920 -1.080
H 8.856 -5.106 0.367
H 8.872 -3.580 -0.515
H 7.821 -4.771 -2.389
H 7.723 -6.144 -1.331
H 6.893 -2.292 -2.866
H 7.221 -1.835 -1.105
H 5.920 -1.131 -1.876
C 1.048 -3.092 -3.247
C 1.949 -1.906 -2.981
O 2.176 -1.204 -4.199
S 3.084 0.158 -4.144
C 3.753 0.174 -5.820
O 2.221 1.320 -4.069
O 4.214 -0.029 -3.192
H 0.090 -2.755 -3.643
H 0.942 -3.861 -2.482
H 1.431 -3.701 -4.066
H 1.500 -1.304 -2.191
H 2.894 -2.279 -2.588
H 2.971 0.491 -6.510
H 4.160 -0.833 -5.911
H 4.474 0.990 -5.862
C -0.620 3.449 3.517
C -1.908 3.591 2.780
O -2.821 4.501 3.466
S -2.644 6.136 3.102
C -2.246 6.635 4.750
O -1.467 6.304 2.242
O -3.988 6.561 2.844
H 0.110 2.886 2.936
H -0.713 3.017 4.514
H -0.193 4.443 3.648
H -1.827 3.688 1.697
H -2.421 2.648 2.966
H -3.080 6.303 5.370
H -2.122 7.717 4.728
H -1.379 6.008 4.959
C 2.506 -0.016 0.361
C 1.093 -0.629 0.842
O -0.017 -0.337 -0.001
S -0.643 1.204 0.051
C -1.026 1.246 -1.750
O -1.869 1.075 0.821
O 0.390 2.135 0.347
H 2.716 0.934 0.852
H 2.468 0.161 -0.714
H 3.229 -0.767 0.681
H 1.160 -1.674 1.147
H 0.796 -0.187 1.793
H -0.219 1.762 -2.270
H -1.969 1.748 -1.965
H -1.199 0.193 -1.973
```